# 1
Formula: C37H35Cl3Ge2N3O2S2Zr
Source: the OMol25 dataset
Level of theory: ωB97M-V/def2-TZVPD

Last column: Löwdin charge in e.
Atoms and positions in Å:
1 Zr -1.176 -0.140 -0.290  1.16
2 C -0.284 2.580 2.838  -0.18
3 C -1.015 1.396 3.462  -0.36
4 Ge -0.657 -0.452 2.891  0.75
5 C -1.597 -1.474 4.264  -0.33
6 C -1.205 -2.953 4.279  -0.17
7 C 1.235 -0.552 3.207  -0.21
8 C 2.117 -0.058 2.329  -0.36
9 Ge 1.383 0.367 0.496  0.81
10 C 2.461 1.749 -0.387  -0.38
11 C 3.792 2.160 0.242  -0.16
12 C 1.776 -1.434 -0.356  -0.41
13 C 2.932 -1.423 -1.355  -0.19
14 C 3.546 0.016 2.749  -0.26
15 C 4.514 -0.795 2.158  -0.05
16 C 5.838 -0.746 2.567  -0.09
17 C 6.226 0.130 3.574  -0.11
18 C 5.272 0.940 4.176  -0.09
19 C 3.944 0.875 3.772  -0.05
20 H -0.350 3.458 3.487  0.07
21 H -0.684 2.852 1.863  0.00
22 H 0.776 2.358 2.701  0.04
23 H -2.091 1.566 3.525  0.03
24 H -0.661 1.258 4.492  0.06
25 H -2.678 -1.359 4.137  0.06
26 H -1.350 -0.999 5.219  0.06
27 H -1.526 -3.462 3.370  0.03
28 H -1.644 -3.488 5.126  0.06
29 H -0.121 -3.080 4.338  0.06
30 H 1.585 -0.908 4.182  0.07
31 H 1.810 2.625 -0.460  0.05
32 H 2.610 1.411 -1.414  0.04
33 H 3.674 2.506 1.272  0.06
34 H 4.255 2.975 -0.323  0.06
35 H 4.511 1.340 0.271  0.06
36 H 0.901 -1.847 -0.876  0.01
37 H 1.935 -2.109 0.487  0.05
38 H 2.761 -0.692 -2.146  0.03
39 H 3.061 -2.396 -1.841  0.06
40 H 3.883 -1.165 -0.881  0.05
41 H 4.215 -1.479 1.373  0.10
42 H 6.568 -1.390 2.093  0.10
43 H 7.262 0.178 3.886  0.09
44 H 5.562 1.625 4.964  0.10
45 H 3.199 1.511 4.238  0.11
46 S 0.084 0.322 -2.534  0.67
47 C 0.165 2.059 -2.761  -0.65
48 C 0.949 2.566 -3.796  -0.07
49 C 1.054 3.928 -4.035  -0.20
50 C 1.880 4.398 -5.125  -0.18
51 N 2.541 4.754 -5.996  0.15
52 C 0.362 4.820 -3.211  -0.20
53 C -0.418 4.327 -2.179  -0.07
54 C -0.540 2.957 -1.938  -0.68
55 S -1.588 2.432 -0.644  0.56
56 C 0.438 6.252 -3.416  -0.18
57 N 0.499 7.388 -3.579  0.15
58 H 1.492 1.876 -4.430  0.11
59 H -0.951 5.021 -1.542  0.11
60 Cl -1.038 -4.412 0.648  0.72
61 C -2.453 -3.430 0.813  -0.62
62 C -3.679 -4.026 0.606  -0.11
63 C -4.853 -3.284 0.705  -0.08
64 C -4.785 -1.939 0.995  -0.10
65 C -3.540 -1.366 1.200  -0.56
66 Cl -3.422 0.379 1.415  0.77
67 C -2.324 -2.066 1.141  -0.51
68 N -1.061 -1.464 1.310  -0.31
69 H -3.713 -5.079 0.360  0.10
70 H -5.811 -3.758 0.542  0.10
71 H -5.676 -1.328 1.050  0.11
72 Cl -5.065 -2.369 -7.426  0.65
73 C -4.349 -2.013 -5.876  -0.66
74 C -3.364 -2.852 -5.381  -0.09
75 C -2.802 -2.559 -4.149  0.01
76 C -3.229 -1.450 -3.431  -0.13
77 C -4.212 -0.615 -3.945  0.01
78 C -4.780 -0.896 -5.178  -0.09
79 C -2.601 -1.153 -2.126  -0.63
80 O -3.005 -0.148 -1.461  -0.22
81 O -1.650 -1.856 -1.658  -0.16
82 H -3.045 -3.710 -5.955  0.10
83 H -2.020 -3.182 -3.734  0.13
84 H -4.513 0.255 -3.377  0.13
85 H -5.541 -0.256 -5.601  0.10

Summary:
HOMO level: -4.634 eV
LUMO level: 1.9 eV
Gap between HOMO and LUMO: 6.5 eV
Charge: -1

# 2
Formula: C37H35ClHgN2S2Si2
Source: the OMol25 dataset
Level of theory: ωB97M-V/def2-TZVPD

Last column: Löwdin charge in e.
Atoms and positions in Å:
1 C -3.512 -3.267 1.192  -0.11
2 C -2.236 -3.750 1.533  -0.16
3 C -1.708 -2.905 2.590  -0.33
4 H -1.743 -4.628 1.108  0.09
5 C -2.775 -1.973 2.953  -0.20
6 C -3.827 -2.157 2.036  -0.12
7 H -4.778 -1.630 2.021  0.09
8 H -4.197 -3.697 0.468  0.10
9 H -0.845 -3.145 3.196  0.07
10 H -2.807 -1.348 3.847  0.09
11 Hg -0.746 -1.232 1.400  0.97
12 Si 1.687 0.977 1.883  0.71
13 C 3.171 0.974 0.736  -0.32
14 C 3.522 2.135 0.026  -0.18
15 H 2.909 3.048 0.100  0.09
16 C 4.709 2.149 -0.720  -0.09
17 H 4.945 3.033 -1.314  0.11
18 C 5.519 1.026 -0.758  -0.08
19 H 6.407 1.009 -1.393  0.11
20 C 5.160 -0.117 -0.040  -0.08
21 H 5.767 -1.013 -0.100  0.10
22 C 3.993 -0.147 0.724  -0.11
23 H 3.693 -1.032 1.284  0.10
24 C 2.127 2.618 2.769  -0.25
25 C 3.460 2.798 3.200  -0.10
26 H 4.124 1.933 3.308  0.11
27 C 3.988 4.079 3.410  -0.08
28 H 5.033 4.201 3.663  0.10
29 C 3.179 5.210 3.270  -0.09
30 H 3.598 6.207 3.398  0.10
31 C 1.834 5.035 2.955  -0.08
32 H 1.184 5.907 2.867  0.10
33 C 1.310 3.758 2.718  -0.08
34 H 0.260 3.667 2.433  0.08
35 H 1.571 -0.256 2.714  0.02
36 Si 1.504 2.067 -1.953  0.87
37 C 0.350 2.401 -0.453  -0.28
38 C 0.277 1.397 0.672  -0.48
39 H 0.314 0.417 0.128  -0.05
40 C -0.713 1.548 1.751  -0.27
41 H -0.532 1.168 2.775  0.09
42 C -1.718 2.499 1.621  -0.12
43 H -2.456 2.599 2.424  0.12
44 C -1.746 3.348 0.514  -0.09
45 H -2.623 3.999 0.403  0.11
46 C -0.701 3.344 -0.440  -0.10
47 H -0.749 4.099 -1.231  0.10
48 C 2.201 0.363 -2.410  -0.31
49 C 1.916 -0.844 -1.737  -0.14
50 H 1.049 -0.906 -1.076  0.00
51 C 2.737 -1.967 -1.877  -0.10
52 H 2.597 -2.826 -1.211  0.10
53 C 3.748 -1.990 -2.854  -0.10
54 H 4.401 -2.859 -2.967  0.10
55 C 3.833 -0.907 -3.734  -0.10
56 H 4.530 -0.967 -4.577  0.10
57 C 3.059 0.241 -3.543  -0.11
58 H 3.160 1.079 -4.243  0.10
59 H 0.820 2.464 -3.138  -0.06
60 Cl -1.462 -0.709 -0.969  0.10
61 C -0.611 -4.441 -1.822  -0.08
62 C -1.984 -4.121 -2.282  -0.60
63 N -2.706 -3.193 -1.763  0.02
64 C -3.948 -3.057 -2.344  -0.34
65 C -4.200 -4.012 -3.330  -0.37
66 S -2.873 -5.087 -3.521  1.00
67 C -4.864 -2.056 -1.865  -0.33
68 C -6.230 -1.982 -2.165  -0.37
69 S -7.003 -0.743 -1.262  1.00
70 C -5.394 -0.309 -0.583  -0.61
71 N -4.445 -1.091 -0.972  0.05
72 C -5.228 0.769 0.418  -0.09
73 H -0.056 -4.926 -2.637  0.08
74 H -0.109 -3.517 -1.513  0.06
75 H -0.678 -5.125 -0.964  0.07
76 H -5.125 -4.063 -3.884  0.06
77 H -6.733 -2.647 -2.849  0.06
78 H -5.726 1.676 0.054  0.08
79 H -5.702 0.449 1.360  0.08
80 H -4.160 0.954 0.576  0.07

Summary:
HOMO level (alpha / beta): -6.681 / -6.683 eV
LUMO level (alpha / beta): -1.3 / -1.3 eV
Gap between HOMO and LUMO (alpha / beta): 5.4 / 5.4 eV

# 3
Formula: C37H35IN3O2ReSTe
Source: the OMol25 dataset
Level of theory: ωB97M-V/def2-TZVPD

Last column: Löwdin charge in e.
Atoms and positions in Å:
1 Re 0.818 -1.216 -0.165  0.69
2 I 3.467 -1.299 -0.165  1.29
3 C 3.753 0.732 -0.165  -0.58
4 C 5.006 1.333 -0.165  -0.11
5 C 5.091 2.728 -0.165  -0.05
6 C 3.928 3.508 -0.165  0.00
7 C 2.662 2.898 -0.165  -0.16
8 C 1.455 3.615 -0.165  0.01
9 C 0.232 2.936 -0.165  0.00
10 C 0.202 1.540 -0.165  -0.23
11 C 1.390 0.812 -0.165  -0.19
12 C 2.599 1.491 -0.165  -0.26
13 H 5.914 0.737 -0.165  0.10
14 H 6.066 3.210 -0.165  0.11
15 H 4.016 4.592 -0.165  0.12
16 H 1.460 4.702 -0.165  0.09
17 H -0.699 3.498 -0.165  0.11
18 H -0.747 1.011 -0.165  -0.16
19 C -4.196 -4.721 2.100  -0.04
20 C -2.959 -3.874 2.148  -0.26
21 C -1.689 -4.453 2.041  -0.01
22 C -0.543 -3.654 2.063  -0.17
23 C -0.652 -2.267 2.190  -0.43
24 C -1.920 -1.683 2.278  -0.09
25 C -3.066 -2.482 2.256  -0.01
26 S 0.818 -1.216 2.220  0.77
27 C 0.849 -0.933 4.009  -0.17
28 O 1.977 -2.113 1.894  -0.85
29 H -3.960 -5.780 2.251  0.08
30 H -4.687 -4.612 1.128  0.09
31 H -4.893 -4.425 2.890  0.09
32 H -1.580 -5.530 1.937  0.12
33 H 0.436 -4.122 1.977  0.02
34 H -2.029 -0.604 2.356  0.09
35 H -4.045 -2.012 2.319  0.12
36 H 0.872 -1.888 4.540  0.08
37 H -0.031 -0.358 4.307  0.07
38 H 1.748 -0.363 4.253  0.07
39 C 1.034 6.828 -1.598  -0.05
40 C -0.202 6.040 -1.912  -0.28
41 C -1.474 6.550 -1.638  -0.02
42 C -2.616 5.790 -1.908  -0.01
43 C -2.505 4.498 -2.432  -0.24
44 N -3.702 3.789 -2.662  0.14
45 C -3.906 2.501 -3.036  -0.54
46 O -4.858 2.235 -3.773  0.07
47 N -3.096 1.495 -2.623  0.15
48 C -2.425 1.310 -1.396  -0.17
49 C -2.629 2.092 -0.261  0.04
50 C -1.912 1.823 0.905  -0.03
51 C -1.019 0.765 0.903  -0.22
52 N -0.811 -0.032 -0.165  -0.26
53 C -1.525 0.251 -1.280  0.01
54 C -1.236 4.001 -2.735  -0.03
55 C -0.093 4.760 -2.465  -0.06
56 H 0.793 7.866 -1.344  0.08
57 H 1.705 6.846 -2.463  0.09
58 H 1.557 6.380 -0.747  0.06
59 H -1.587 7.543 -1.207  0.12
60 H -3.591 6.212 -1.677  0.12
61 H -4.524 4.361 -2.812  0.16
62 H -3.198 0.668 -3.199  0.16
63 H -3.350 2.901 -0.249  0.14
64 H -2.054 2.426 1.795  0.15
65 H -0.438 0.521 1.787  0.11
66 H -1.326 -0.414 -2.116  0.15
67 H -1.103 3.029 -3.199  0.12
68 H 0.885 4.343 -2.695  0.12
69 Te 1.661 -3.811 -0.165  1.15
70 C 2.319 -5.825 -0.157  -0.55
71 C 1.461 -6.840 0.281  -0.14
72 C 1.895 -8.170 0.286  -0.07
73 C 3.187 -8.485 -0.147  -0.07
74 C 4.045 -7.471 -0.584  -0.07
75 C 3.612 -6.141 -0.590  -0.14
76 H 0.460 -6.600 0.616  0.08
77 H 1.231 -8.955 0.624  0.11
78 H 3.523 -9.514 -0.143  0.11
79 H 5.045 -7.715 -0.919  0.11
80 H 4.279 -5.359 -0.929  0.09
81 H -0.577 -2.230 -0.165  -0.01

Summary:
Multiplicity: 4
HOMO level (alpha / beta): -9.426 / -9.415 eV
LUMO level (alpha / beta): -3.7 / -4.5 eV
Gap between HOMO and LUMO (alpha / beta): 5.7 / 4.9 eV
Charge: +1

What energy relative to the best compared isomer or geometry (same formula, charge and spin) values result from the calculations? In sequence: 22.2; 148.1; 256.4 kcal per mole.